(w)
{"formula": "C10H40O10", "method": "the ωB97M-V functional and the def2-TZVPD basis", "symbols": ["O", "O", "O", "O", "O", "O", "O", "O", "O", "O", "C", "C", "C", "C", "C", "C", "C", "C", "C", "C", "H", "H", "H", "H", "H", "H", "H", "H", "H", "H", "H", "H", "H", "H", "H", "H", "H", "H", "H", "H", "H", "H", "H", "H", "H", "H", "H", "H", "H", "H", "H", "H", "H", "H", "H", "H", "H", "H", "H", "H"], "coordinates": [[-1.51, 2.86, 1.18], [0.21, 2.77, -0.96], [2.64, -0.27, 0.93], [-2.18, -2.23, 3.06], [-0.34, -0.60, 1.66], [0.64, 0.62, -2.74], [-3.01, -3.19, -1.81], [0.54, 1.20, 3.86], [4.03, -2.02, -0.67], [-0.78, -1.88, -3.05], [-0.19, -2.16, -4.31], [-3.03, -1.10, 3.36], [1.43, 2.78, -0.29], [-0.67, -0.41, 0.29], [-2.81, 2.43, 1.65], [3.49, 0.50, 1.73], [0.65, 2.57, 3.81], [-3.87, -2.07, -1.63], [3.33, -2.60, -1.75], [1.89, 0.63, -3.41], [-0.54, -0.96, -2.81], [-1.03, 3.07, 1.99], [2.06, -0.83, 1.42], [4.07, -0.13, 2.43], [-3.15, 2.98, 2.51], [2.89, 1.25, 2.23], [-0.70, -2.99, -4.79], [3.60, -1.20, -0.43], [-2.76, -2.92, 2.70], [-2.85, 1.36, 1.85], [-1.52, 0.27, 0.09], [-3.49, -1.48, -0.78], [0.88, -2.40, -4.19], [-0.24, -1.32, -4.98], [-0.88, -1.37, 1.98], [0.22, -0.06, -0.20], [1.02, 2.91, 2.85], [-3.89, -1.40, 3.95], [0.42, 1.52, -2.48], [-0.77, -1.36, -0.27], [-3.51, 2.54, 0.87], [2.66, 0.65, -2.60], [3.12, -3.66, -1.57], [-0.33, 3.15, 3.94], [2.03, -0.35, -4.00], [1.34, 2.91, 4.57], [-2.16, -2.92, -2.21], [-0.54, 2.83, -0.31], [0.11, 0.85, 3.09], [-4.88, -2.45, -1.45], [4.19, 0.94, 1.05], [2.05, 1.47, -4.12], [3.89, -2.52, -2.68], [-2.41, -0.40, 3.95], [1.41, 2.04, 0.53], [-3.43, -0.63, 2.50], [2.43, -2.06, -2.05], [1.78, 3.82, -0.08], [-3.81, -1.38, -2.48], [2.27, 2.38, -0.92]], "nbo_charge": [-0.7493, -0.7824, -0.7575, -0.7364, -0.7882, -0.7762, -0.7626, -0.7306, -0.7448, -0.7772, -0.2458, -0.2567, -0.2644, -0.2780, -0.2549, -0.2409, -0.2414, -0.2443, -0.2510, -0.2580, 0.5099, 0.4844, 0.4953, 0.1741, 0.1802, 0.1679, 0.1861, 0.4932, 0.4800, 0.1698, 0.1590, 0.1453, 0.1602, 0.1701, 0.5080, 0.2036, 0.1549, 0.1735, 0.5098, 0.1825, 0.1876, 0.1694, 0.1710, 0.1262, 0.1793, 0.1929, 0.5016, 0.5143, 0.4946, 0.1793, 0.1770, 0.1765, 0.1525, 0.1965, 0.1799, 0.1631, 0.1632, 0.1668, 0.1659, 0.1751], "multiplicity": 1, "charge": 0, "e_homo_ev": -9.599, "homo_lumo_gap_ev": 10.08, "smiles": "CO.CO.CO.CO.CO.CO.CO.CO.CO.CO"}

(x)
{"formula": "C10H40O10", "method": "the ωB97M-V functional and the def2-TZVPD basis", "symbols": ["O", "O", "O", "O", "O", "O", "O", "O", "O", "O", "C", "C", "C", "C", "C", "C", "C", "C", "C", "C", "H", "H", "H", "H", "H", "H", "H", "H", "H", "H", "H", "H", "H", "H", "H", "H", "H", "H", "H", "H", "H", "H", "H", "H", "H", "H", "H", "H", "H", "H", "H", "H", "H", "H", "H", "H", "H", "H", "H", "H"], "coordinates": [[0.77, -1.25, 0.80], [-3.22, 0.42, -1.76], [-3.19, -0.11, 0.87], [1.57, -1.14, -3.15], [-1.61, -2.14, 1.82], [-1.47, 0.35, 5.59], [3.37, -0.25, 2.03], [-1.36, -1.26, -3.06], [2.89, 2.52, 0.74], [2.37, 1.89, -1.91], [-2.10, -2.37, -3.53], [1.77, 2.90, -2.61], [-2.93, 1.15, 1.51], [-3.85, 1.42, -2.52], [4.02, 3.37, 0.43], [2.95, -0.25, 3.39], [-1.12, -0.45, 4.41], [2.72, -1.94, -3.08], [-1.93, -3.50, 1.42], [0.30, -0.13, 0.10], [-0.64, 0.80, 5.83], [-1.99, -1.05, 4.26], [-1.89, -4.22, 2.27], [3.78, 0.15, 3.97], [-3.71, 1.37, 2.26], [-2.92, -3.56, 0.95], [0.54, -0.22, -0.97], [-1.94, -2.46, -4.57], [-3.01, 1.85, 0.66], [3.22, 1.79, 1.31], [-3.20, -2.25, -3.50], [1.40, 2.55, -3.55], [-0.92, 0.20, 3.61], [-1.91, -3.34, -2.98], [-2.32, -1.52, 1.71], [0.04, -1.67, 1.28], [2.56, -2.90, -3.64], [2.76, -0.68, 1.40], [2.59, -1.23, 3.79], [-3.27, 0.02, -0.09], [3.01, -2.19, -2.09], [3.84, 3.76, -0.54], [2.43, 3.74, -2.73], [4.03, 4.23, 1.12], [-1.80, 1.17, 1.79], [-0.75, 0.00, 0.23], [-4.62, 1.03, -3.20], [0.92, 3.30, -2.05], [5.00, 2.91, 0.58], [-0.39, -1.42, -3.28], [0.83, 0.72, 0.48], [-0.26, -1.12, 4.58], [3.65, -1.56, -3.48], [-2.60, 0.00, -2.39], [-3.11, 1.94, -3.10], [-4.42, 2.16, -1.92], [-1.13, -3.81, 0.77], [2.10, 0.45, 3.36], [1.75, -0.34, -2.65], [2.37, 2.14, -0.95]], "nbo_charge": [-0.7936, -0.7669, -0.8026, -0.7524, -0.7907, -0.7280, -0.7821, -0.7789, -0.7673, -0.7665, -0.2567, -0.2358, -0.2647, -0.2481, -0.2545, -0.2455, -0.2470, -0.2474, -0.2502, -0.2302, 0.4557, 0.1897, 0.1708, 0.1829, 0.1938, 0.1819, 0.1583, 0.1686, 0.1745, 0.5088, 0.1802, 0.1746, 0.1630, 0.1687, 0.5173, 0.5091, 0.1746, 0.5093, 0.1734, 0.5169, 0.1696, 0.1803, 0.1487, 0.1654, 0.1736, 0.1764, 0.1622, 0.1535, 0.1834, 0.5220, 0.1560, 0.1643, 0.1675, 0.5180, 0.1709, 0.1799, 0.1779, 0.1645, 0.4986, 0.5044], "multiplicity": 1, "charge": 0, "e_homo_ev": -9.789, "homo_lumo_gap_ev": 10.48, "smiles": "CO.CO.CO.CO.CO.CO.CO.CO.CO.CO"}

Structures ranked by computed energy, the most stable listed first: (w), (x).

(w)
{"formula": "C10H40O10", "method": "the ωB97M-V functional and the def2-TZVPD basis", "symbols": ["O", "O", "O", "O", "O", "O", "O", "O", "O", "O", "C", "C", "C", "C", "C", "C", "C", "C", "C", "C", "H", "H", "H", "H", "H", "H", "H", "H", "H", "H", "H", "H", "H", "H", "H", "H", "H", "H", "H", "H", "H", "H", "H", "H", "H", "H", "H", "H", "H", "H", "H", "H", "H", "H", "H", "H", "H", "H", "H", "H"], "coordinates": [[1.66, 1.06, -3.95], [1.17, 1.53, 2.18], [-2.14, -1.14, 1.95], [-0.96, -1.45, 4.40], [4.25, 1.09, -2.70], [-0.81, 4.15, -0.55], [-2.88, 2.83, 0.84], [0.24, -5.04, 2.03], [2.79, -4.64, -1.40], [0.22, -0.64, 0.56], [4.74, 2.24, -3.37], [-0.97, 4.01, -1.95], [-3.49, -1.54, 1.93], [-0.54, -4.09, 1.32], [-3.60, 1.78, 0.20], [0.33, 0.01, -0.70], [2.56, -3.27, -1.13], [0.44, 0.36, -4.18], [0.10, 2.46, 2.28], [0.40, -0.99, 4.40], [-4.06, -1.09, 2.74], [-3.56, -2.63, 1.98], [-0.03, -3.72, 0.43], [0.99, -1.53, 5.14], [-0.86, 1.97, 2.50], [-0.12, 4.49, -2.45], [-0.28, 0.91, -0.74], [5.82, 2.20, -3.36], [-0.04, 3.03, 1.35], [-1.55, 3.71, -0.11], [2.92, -2.95, -0.15], [-1.87, 4.52, -2.33], [-4.16, 1.19, 0.93], [0.89, 0.83, 1.57], [-3.19, 2.94, 1.74], [0.46, 0.08, 4.59], [0.59, -0.66, -3.86], [-3.90, -1.23, 0.97], [1.97, -5.12, -1.26], [-0.39, 0.78, -3.60], [3.10, -2.67, -1.86], [-0.99, 2.96, -2.26], [-2.90, 1.09, -0.27], [-1.76, -1.30, 2.84], [-1.29, -1.47, 5.30], [0.81, -1.18, 3.42], [-4.30, 2.19, -0.53], [0.00, -0.70, -1.47], [0.33, 3.16, 3.08], [1.50, -2.99, -1.18], [1.37, 0.24, -0.89], [-1.47, -4.56, 0.97], [0.00, -5.92, 1.75], [-0.74, -3.25, 1.97], [-0.73, -0.75, 0.79], [4.41, 3.17, -2.87], [1.61, 1.95, -4.31], [4.42, 2.28, -4.42], [0.12, 0.41, -5.23], [3.36, 0.91, -3.04]], "nbo_charge": [-0.7459, -0.7515, -0.7869, -0.7582, -0.7407, -0.7444, -0.7510, -0.7253, -0.7217, -0.7694, -0.2462, -0.2456, -0.2414, -0.2449, -0.2483, -0.2617, -0.2497, -0.2445, -0.2586, -0.2548, 0.1652, 0.1677, 0.1591, 0.1715, 0.1432, 0.1782, 0.1665, 0.1787, 0.1852, 0.4942, 0.1730, 0.1583, 0.1758, 0.4872, 0.4869, 0.1830, 0.1907, 0.1739, 0.4638, 0.1618, 0.1777, 0.1461, 0.1783, 0.5142, 0.4823, 0.2049, 0.1751, 0.1566, 0.1717, 0.1571, 0.2030, 0.1548, 0.4638, 0.1890, 0.5046, 0.1567, 0.4777, 0.1519, 0.1712, 0.4901], "multiplicity": 1, "charge": 0, "e_homo_ev": -9.374, "homo_lumo_gap_ev": 9.69, "smiles": "CO.CO.CO.CO.CO.CO.CO.CO.CO.CO"}

(x)
{"formula": "C10H40O10", "method": "the ωB97M-V functional and the def2-TZVPD basis", "symbols": ["O", "O", "O", "O", "O", "O", "O", "O", "O", "O", "C", "C", "C", "C", "C", "C", "C", "C", "C", "C", "H", "H", "H", "H", "H", "H", "H", "H", "H", "H", "H", "H", "H", "H", "H", "H", "H", "H", "H", "H", "H", "H", "H", "H", "H", "H", "H", "H", "H", "H", "H", "H", "H", "H", "H", "H", "H", "H", "H", "H"], "coordinates": [[-2.19, 3.18, -3.16], [1.51, 0.87, -3.42], [-2.42, -4.11, 2.55], [3.21, 0.77, 3.36], [1.48, 2.47, 1.90], [-2.75, 1.20, 1.16], [-0.92, 2.00, 3.15], [-2.21, -3.05, -3.72], [3.45, -3.31, -1.43], [1.34, 0.54, -0.62], [-2.43, -2.79, 1.97], [-0.57, 0.78, 3.79], [-2.95, 2.17, 0.16], [1.85, -0.36, -4.11], [-1.05, -3.63, -3.18], [2.20, -3.51, -0.76], [3.36, 1.39, 4.61], [-1.34, 2.26, -3.82], [1.64, 3.86, 1.60], [0.03, 0.10, -0.37], [2.17, -3.10, 0.25], [2.71, 4.04, 1.67], [-2.92, 1.86, -0.89], [0.92, -0.88, -4.35], [0.56, 2.37, 2.15], [3.49, -3.95, -2.14], [-1.19, 1.39, -3.19], [-1.54, -2.60, 1.36], [1.29, 4.07, 0.59], [2.42, -1.00, -3.43], [1.90, -4.55, -0.72], [-1.77, 1.90, -4.76], [0.32, 0.30, 3.39], [4.02, 0.78, 5.23], [3.84, 2.36, 4.48], [1.23, 0.76, -2.51], [-1.71, 1.84, 2.63], [-1.35, 0.03, 3.73], [-1.91, -4.15, 3.36], [-3.93, 2.62, 0.32], [-0.35, 2.67, -4.00], [-1.26, -4.51, -2.58], [-3.24, 0.47, 0.77], [-3.38, -2.81, 1.45], [-2.55, -2.05, 2.77], [-2.91, -3.70, -3.73], [-2.27, 3.02, 0.25], [1.13, 4.52, 2.30], [2.43, 1.47, 5.16], [-3.02, 2.72, -3.03], [-0.25, -0.60, -1.16], [-0.45, -2.89, -2.65], [-0.49, 0.88, 4.87], [1.65, 1.11, 0.08], [1.44, -2.93, -1.30], [-0.74, 0.87, -0.46], [-0.10, -0.36, 0.60], [-0.45, -3.99, -4.02], [2.65, 1.38, 2.88], [2.38, -0.15, -5.04]], "nbo_charge": [-0.7240, -0.7684, -0.7333, -0.7410, -0.7883, -0.7389, -0.7585, -0.7256, -0.7176, -0.7441, -0.2532, -0.2634, -0.2745, -0.2501, -0.2471, -0.2499, -0.2489, -0.2507, -0.2546, -0.2520, 0.1873, 0.1865, 0.1769, 0.1542, 0.5038, 0.4632, 0.1534, 0.1721, 0.1730, 0.1770, 0.1635, 0.1602, 0.1830, 0.1753, 0.1586, 0.4924, 0.5072, 0.1669, 0.4670, 0.1699, 0.2074, 0.1678, 0.4810, 0.1839, 0.1641, 0.4679, 0.1951, 0.1762, 0.1526, 0.4541, 0.1726, 0.1744, 0.1791, 0.5027, 0.1543, 0.1609, 0.1661, 0.1620, 0.4879, 0.1828], "multiplicity": 1, "charge": 0, "e_homo_ev": -9.618, "homo_lumo_gap_ev": 9.76, "smiles": "CO.CO.CO.CO.CO.CO.CO.CO.CO.CO"}

Structures ranked by computed energy, the most stable listed first: (w), (x).

(w)
{"formula": "C10H40O10", "method": "the ωB97M-V functional and the def2-TZVPD basis", "symbols": ["O", "O", "O", "O", "O", "O", "O", "O", "O", "O", "C", "C", "C", "C", "C", "C", "C", "C", "C", "C", "H", "H", "H", "H", "H", "H", "H", "H", "H", "H", "H", "H", "H", "H", "H", "H", "H", "H", "H", "H", "H", "H", "H", "H", "H", "H", "H", "H", "H", "H", "H", "H", "H", "H", "H", "H", "H", "H", "H", "H"], "coordinates": [[-2.55, 1.20, -0.89], [0.01, -0.84, 3.30], [1.99, 4.07, 0.04], [4.38, -5.15, 1.26], [-0.29, 0.00, 0.31], [1.42, -1.49, -4.13], [-4.35, 2.00, 1.18], [3.28, 2.25, -1.67], [2.54, -1.50, 4.23], [-3.66, 1.99, -4.54], [-3.77, 3.15, -5.32], [-4.49, 1.21, 2.45], [1.10, 3.21, 0.66], [-3.22, 0.37, -1.86], [3.64, -4.07, 1.70], [-1.33, -1.11, 3.79], [2.70, -2.01, -4.09], [2.68, -1.50, 5.64], [0.09, -1.30, -0.30], [2.58, 1.08, -2.17], [-4.92, 1.73, 3.30], [3.70, -1.85, 5.81], [0.79, -2.08, -4.56], [-5.24, 2.33, 1.03], [2.62, -4.38, 1.96], [-1.23, -1.63, 4.74], [0.59, 2.50, 0.01], [-1.91, -0.29, 4.20], [0.73, -1.16, -1.17], [0.68, -1.93, 0.37], [-2.51, -0.06, -2.56], [-3.68, -0.47, -1.34], [3.55, -3.40, 0.85], [4.11, -3.66, 2.59], [-4.94, 0.26, 2.18], [2.68, 2.84, -1.21], [2.30, 0.42, -1.34], [-3.46, 1.06, 2.78], [-0.10, -0.39, 2.46], [-3.20, 1.66, -0.36], [-2.86, 3.27, -5.91], [-4.03, 4.02, -4.72], [2.52, -0.59, 6.22], [3.23, 0.61, -2.89], [-2.85, 2.05, -4.03], [3.99, -5.44, 0.43], [2.50, -3.05, -3.83], [1.93, -2.19, 6.02], [3.16, -1.85, -5.06], [3.23, -1.61, -3.23], [-4.51, 3.15, -6.12], [0.33, 3.74, 1.23], [1.64, -1.43, 3.91], [1.66, 1.24, -2.73], [-1.94, -1.58, 3.02], [-3.92, 0.93, -2.48], [-0.86, 0.39, -0.35], [-0.70, -1.89, -0.77], [2.50, 4.59, 0.66], [1.70, 2.60, 1.33]], "nbo_charge": [-0.7740, -0.7538, -0.7426, -0.7167, -0.7670, -0.7379, -0.7529, -0.7459, -0.7580, -0.7269, -0.2529, -0.2674, -0.2568, -0.2710, -0.2367, -0.2608, -0.2427, -0.2395, -0.2800, -0.2585, 0.1853, 0.1784, 0.4681, 0.4708, 0.1479, 0.1871, 0.1961, 0.1597, 0.1773, 0.1906, 0.1767, 0.1666, 0.1523, 0.1963, 0.1822, 0.4872, 0.1618, 0.1923, 0.5036, 0.5067, 0.1661, 0.1626, 0.1527, 0.1752, 0.4722, 0.4558, 0.1600, 0.1520, 0.1691, 0.1855, 0.1816, 0.1627, 0.4993, 0.1644, 0.1763, 0.1949, 0.5027, 0.1686, 0.4819, 0.1716], "multiplicity": 1, "charge": 0, "e_homo_ev": -9.488, "homo_lumo_gap_ev": 9.83, "smiles": "CO.CO.CO.CO.CO.CO.CO.CO.CO.CO"}

(x)
{"formula": "C10H40O10", "method": "the ωB97M-V functional and the def2-TZVPD basis", "symbols": ["O", "O", "O", "O", "O", "O", "O", "O", "O", "O", "C", "C", "C", "C", "C", "C", "C", "C", "C", "C", "H", "H", "H", "H", "H", "H", "H", "H", "H", "H", "H", "H", "H", "H", "H", "H", "H", "H", "H", "H", "H", "H", "H", "H", "H", "H", "H", "H", "H", "H", "H", "H", "H", "H", "H", "H", "H", "H", "H", "H"], "coordinates": [[4.24, -3.77, 1.31], [1.43, 4.72, 2.40], [-0.75, 4.25, 0.62], [3.85, 1.41, 0.81], [0.10, -5.65, -0.59], [-2.34, -0.07, -4.08], [-1.49, -0.78, 0.70], [1.80, 0.85, -0.89], [-5.56, 0.81, -0.55], [-0.72, -0.14, -1.79], [-3.55, -0.22, -3.37], [2.18, 3.62, 2.72], [-0.25, -4.62, 0.31], [-1.42, 3.09, 1.15], [1.32, 2.17, -1.10], [3.49, 0.45, 1.83], [-0.28, -0.69, 1.44], [-4.38, 0.67, 0.31], [3.30, -3.61, 0.38], [-0.26, -1.41, -1.95], [-1.32, -0.47, -0.15], [-0.83, 2.84, 1.98], [2.62, -4.45, 0.37], [2.26, 3.33, 3.80], [-3.89, -0.32, 0.11], [3.46, -0.55, 1.51], [0.40, -1.43, 1.04], [-1.35, 2.23, 0.49], [3.17, 3.61, 2.40], [-5.49, 1.64, -0.96], [-2.50, 3.22, 1.33], [3.68, -3.54, -0.67], [-3.22, -0.49, -2.36], [0.49, -4.64, 1.13], [-2.49, -0.20, -5.04], [-0.97, -2.00, -1.37], [4.06, 0.46, 2.79], [-3.99, -1.14, -3.69], [1.65, 2.70, 2.23], [-0.46, -0.95, 2.46], [1.44, 2.86, -0.21], [2.67, -2.72, 0.59], [0.27, 2.16, -1.40], [2.01, 2.66, -1.78], [0.69, -1.65, -1.46], [1.16, 0.26, -1.24], [2.44, 0.61, 2.12], [-3.67, 1.45, 0.11], [-1.22, -4.91, 0.71], [0.11, 0.35, 1.34], [-0.17, -1.73, -2.98], [4.86, -3.05, 1.32], [-1.06, 4.31, -0.29], [-1.16, 0.24, -2.58], [-4.26, 0.65, -3.30], [-0.16, -3.66, -0.21], [3.16, 1.33, 0.12], [0.83, -5.35, -1.15], [-4.62, 0.70, 1.36], [0.69, 4.55, 1.89]], "nbo_charge": [-0.7063, -0.7356, -0.7351, -0.7512, -0.7262, -0.7613, -0.7514, -0.7603, -0.7303, -0.7867, -0.2637, -0.2205, -0.2455, -0.2573, -0.2791, -0.2533, -0.2505, -0.2572, -0.2271, -0.2733, 0.4756, 0.1903, 0.1699, 0.1522, 0.1913, 0.1527, 0.1552, 0.1638, 0.1788, 0.4587, 0.1731, 0.1486, 0.1851, 0.1607, 0.4889, 0.1834, 0.1848, 0.1822, 0.1282, 0.1877, 0.1949, 0.1426, 0.1757, 0.1817, 0.1692, 0.4954, 0.1557, 0.1589, 0.1931, 0.1679, 0.1931, 0.4720, 0.4732, 0.5287, 0.1805, 0.1583, 0.4925, 0.4598, 0.1779, 0.4899], "multiplicity": 1, "charge": 0, "e_homo_ev": -9.687, "homo_lumo_gap_ev": 9.65, "smiles": "CO.CO.CO.CO.CO.CO.CO.CO.CO.CO"}

Structures ranked by computed energy, the most stable listed first: (w), (x).